Run w
Entry from the OMol25 dataset: one molecule with the formula C4H9N3S (ωB97M-V with the def2-TZVPD basis set).

Geometry (Å):
C1 3.51680 -0.16239 -0.08821
N1 2.22018 0.08882 0.42276
N2 1.43373 -1.15480 0.13746
C2 0.13630 -1.00376 -0.04588
N3 -0.67463 0.01025 -0.46171
S1 -0.48319 1.62034 0.02583
C3 -1.98388 -0.52618 -0.64376
C4 -2.97781 -0.71146 0.68489
H1 3.91081 -1.12782 -0.79085
H2 4.27517 0.66964 0.43264
H3 -0.32573 -1.93914 -0.13410
H4 0.84238 1.30372 -0.15462
H5 -2.35373 0.25639 -1.23397
H6 -1.86855 -1.29010 -1.27315
H7 -4.09491 -0.68838 0.05191
H8 -3.06649 0.23522 1.20429
H9 -2.59128 -1.53227 1.35284

For the orbital gap, the calculation gives 8.45 eV. Its SMILES is C=N/N=C\N(S)CC. As for the HOMO energy: -8.051 eV. The total charge is 0.

Löwdin charges in e: C -0.067; N -0.128; N -0.020; C -0.276; N -0.534; S 0.807; C -0.298; C -0.045; H 0.116; H 0.094; H 0.101; H -0.120; H 0.073; H 0.064; H 0.143; H 0.021; H 0.069

Run x
Entry from the OMol25 dataset: one molecule with the formula C4H9N3S (ωB97M-V with the def2-TZVPD basis set).

Geometry (Å):
C1 -0.54249 -2.45394 -0.33275
C2 -1.15779 -1.33872 -0.64495
C3 -0.74181 -0.02011 -0.30581
N1 -1.62198 0.91195 -0.54657
N2 -1.14150 2.12125 -0.00254
N3 0.44574 0.31412 0.29926
C4 0.30853 0.54637 1.79874
S1 1.84424 -0.25768 -0.33117
H1 0.38611 -2.37404 0.28221
H2 -0.83251 -3.42832 -0.48298
H3 -2.01912 -1.44444 -1.33147
H4 -1.43177 2.90551 -0.68805
H5 -0.07217 1.95860 0.08810
H6 -0.78407 0.82524 2.08146
H7 0.62676 -0.49990 2.25737
H8 1.17581 1.37761 2.00696
H9 2.46862 0.96972 -0.25728

For the orbital gap, the calculation gives 9.03 eV. Its SMILES is C=C/C(=N/N)N(C)S. As for the HOMO energy: -8.416 eV. The total charge is 0.

Löwdin charges in e: C 0.007; C -0.150; C -0.514; N 0.040; N -0.038; N -0.674; C -0.097; S 0.816; H 0.044; H 0.030; H 0.121; H 0.113; H 0.072; H 0.110; H 0.101; H 0.121; H -0.102

Stability, lowest: run w

Run w
Entry from the OMol25 dataset: an isolated ion of composition C2H3N4O and charge -1 (ωB97M-V with the def2-TZVPD basis set).

Geometry (Å):
C1 -1.24891 0.69073 0.70915
N1 -0.16044 0.00144 0.11564
N2 -0.39509 -0.73230 -0.99375
N3 0.71692 -1.17960 -1.43896
C2 1.72236 -0.68954 -0.61951
O1 2.95471 -0.97525 -0.75600
N4 1.14585 0.12879 0.37228
H1 -2.22546 0.18303 0.53436
H2 -1.26159 0.90389 1.85889
H3 -1.24835 1.66881 0.21790

For the orbital gap, the calculation gives 6.77 eV. Its SMILES is Cn1nnc([O-])n1. As for the HOMO energy: -2.905 eV. The total charge is -1.

Löwdin charges in e: C -0.106; N -0.333; N -0.044; N 0.002; C -0.653; O -0.178; N 0.083; H 0.071; H 0.097; H 0.061

Run x
Entry from the OMol25 dataset: an isolated ion of composition C2H3N4O and charge -1 (ωB97M-V with the def2-TZVPD basis set).

Geometry (Å):
O1 -0.64467 -0.84678 -2.22618
N1 0.79580 -0.19338 -1.64232
N2 0.50314 0.05994 -0.28140
C1 -0.74617 0.24004 0.29132
C2 -0.47386 0.17088 1.62676
N3 0.88639 -0.05190 1.78801
N4 1.47662 -0.08089 0.65042
H1 0.87663 0.61620 -2.32470
H2 -1.58214 0.03211 -0.32333
H3 -1.09174 0.05379 2.44141

For the orbital gap, the calculation gives 7.50 eV. Its SMILES is [O-]Nn1ccnn1. As for the HOMO energy: -3.187 eV. The total charge is -1.

Löwdin charges in e: O -0.508; N -0.100; N -0.223; C -0.080; C -0.184; N -0.076; N -0.014; H 0.073; H 0.071; H 0.042

Stability, lowest: run x

Run w
Entry from the OMol25 dataset: one molecule with the formula H4NOPS2 (ωB97M-V with the def2-TZVPD basis set).

Geometry (Å):
N1 -0.60540 1.10839 0.54479
P1 0.38037 -0.00926 -0.23828
O1 0.09894 0.22329 -1.77453
S1 2.27094 -0.12226 0.22034
S2 -0.66216 -1.84186 0.17120
H1 -0.05766 1.51055 1.24703
H2 -1.23362 0.79219 1.28876
H3 -0.75485 0.66371 -1.80034
H4 0.56346 -2.32475 0.34103

For the orbital gap, the calculation gives 9.75 eV. Its SMILES is N[P@@](O)(=S)S. As for the HOMO energy: -9.227 eV. The total charge is 0.

Löwdin charges in e: N -0.154; P -0.135; O -0.264; S 0.201; S 0.439; H 0.009; H 0.058; H 0.062; H -0.216

Run x
Entry from the OMol25 dataset: a 2-piece molecular cluster, H4NOPS2 overall (ωB97M-V with the def2-TZVPD basis set).

Geometry (Å):
N1 -2.00051 -0.04130 -0.06070
O1 0.89197 0.68935 0.01405
P1 2.30993 0.03613 -0.01807
S1 3.58852 1.48704 -0.06874
S2 2.40715 -1.90329 -0.05107
H1 -0.03163 0.18122 0.11348
H2 -2.30572 -0.94664 -0.55107
H3 -2.09613 -0.13375 0.98715
H4 -2.76358 0.63124 -0.36505

For the orbital gap, the calculation gives 8.99 eV. As for the HOMO energy: -9.136 eV. The total charge is 0.

Löwdin charges in e: N -0.029; O -0.402; P -0.223; S 0.220; S 0.183; H 0.080; H 0.066; H 0.052; H 0.054

Stability, lowest: run x

Run w
Entry from the OMol25 dataset: a 2-piece molecular cluster, C5H14NO2 overall (ωB97M-V with the def2-TZVPD basis set).

Geometry (Å):
O1 0.03374 0.41603 4.60913
C1 0.53151 -0.07460 3.64171
C2 0.20521 0.35604 2.23490
C3 1.44879 0.98983 1.60855
H1 1.25421 -0.91002 3.73641
H2 -0.61308 1.07547 2.29065
H3 -0.11880 -0.50363 1.63589
H4 1.77299 1.85795 2.17043
H5 1.24214 1.35373 0.59740
H6 2.27436 0.28529 1.51030
C4 -0.68031 0.51796 -1.59569
O2 -1.78802 1.33182 -1.38245
C5 -1.16889 -0.70220 -2.36418
N1 -0.01924 -1.69911 -2.46989
H7 -0.24011 0.17344 -0.65235
H8 0.11151 0.99250 -2.18346
H9 -1.58612 2.00104 -0.71988
H10 -1.95625 -1.19915 -1.81070
H11 -1.48655 -0.47590 -3.37318
H12 0.23943 -2.04049 -1.54788
H13 0.81045 -1.25492 -2.87678
H14 -0.26696 -2.49108 -3.05894

For the orbital gap, the calculation gives 8.19 eV. As for the HOMO energy: -12.328 eV. The total charge is +1.

Löwdin charges in e: O 0.086; C -0.292; C -0.225; C -0.104; H 0.129; H 0.115; H 0.095; H 0.086; H 0.051; H 0.078; C -0.276; O -0.007; C -0.092; N 0.204; H 0.097; H 0.134; H 0.114; H 0.143; H 0.142; H 0.169; H 0.177; H 0.175

Run x
Entry from the OMol25 dataset: an isolated ion of composition C5H14NO2 and charge +1 (ωB97M-V with the def2-TZVPD basis set).

Geometry (Å):
C1 1.58898 1.41067 0.92110
N1 0.24764 1.42413 0.19355
C2 -0.29036 0.10842 -0.35142
C3 0.20683 0.02643 -1.93543
O1 -1.62723 0.04231 -0.50997
C4 -2.38048 0.50238 0.55593
O2 0.24223 -1.00044 0.49888
C5 -0.49558 -2.23148 0.52183
H1 1.50828 0.74441 1.75308
H2 2.47308 1.23331 0.20657
H3 1.66361 2.44076 1.29988
H4 -0.44454 1.85815 0.92821
H5 0.35842 2.02691 -0.65519
H6 1.24255 -0.24728 -1.93685
H7 -0.34903 -0.82942 -2.36909
H8 -0.22298 0.89649 -2.35190
H9 -1.81933 0.27994 1.42886
H10 -3.28688 -0.07268 0.76625
H11 -2.69982 1.54961 0.32148
H12 -1.19651 -2.19335 1.30413
H13 0.14147 -3.11567 0.64961
H14 -1.15772 -2.56538 -0.34753

For the orbital gap, the calculation gives 11.04 eV. Its SMILES is C[NH2+]C(C)(OC)OC. As for the HOMO energy: -14.359 eV. The total charge is +1.

Löwdin charges in e: C 0.029; N 0.084; C -0.493; C 0.080; O -0.089; C -0.064; O -0.110; C -0.063; H 0.090; H 0.143; H 0.106; H 0.210; H 0.186; H 0.084; H 0.107; H 0.072; H 0.088; H 0.117; H 0.127; H 0.065; H 0.104; H 0.126

Run y
Entry from the OMol25 dataset: a 3-piece molecular cluster, C5H14NO2 overall (ωB97M-V with the def2-TZVPD basis set).

Geometry (Å):
C1 -2.10455 -1.57244 0.84701
C2 -1.84245 -1.14358 -0.52915
C3 -1.14458 0.21193 -0.56263
C4 -1.54521 1.40616 -0.95857
C5 0.91078 -0.60032 0.46771
N1 0.28061 0.06040 -0.43565
H1 -2.26909 -0.88217 1.65345
H2 -2.97805 -2.28862 0.93511
H3 -1.29190 -2.23286 1.33774
H4 -1.31471 -1.96404 -1.17339
H5 -2.82222 -1.02639 -1.08653
H6 -2.48003 1.77382 -1.29344
H7 -0.91948 2.35340 -0.94320
H8 1.95005 -0.30845 0.70682
H9 0.46400 -1.27787 1.15660
H10 0.86956 0.50535 -1.15511
H11 4.40743 -0.10691 1.57968
H12 3.18389 -0.19304 2.58357
O1 3.52050 0.18644 1.72912
H13 1.26370 2.43176 -2.26601
H14 2.34674 2.51034 -1.21230
O2 1.51501 2.15709 -1.38082

For the orbital gap, the calculation gives 9.67 eV. As for the HOMO energy: -14.149 eV. The total charge is +1.

Löwdin charges in e: C -0.146; C -0.215; C -0.285; C 0.125; C 0.199; N 0.077; H 0.079; H 0.105; H 0.090; H 0.161; H 0.138; H 0.074; H 0.101; H 0.087; H 0.093; H 0.130; H 0.044; H 0.088; O -0.063; H 0.081; H 0.040; O -0.002

Stability, lowest: run x

Run w
Entry from the OMol25 dataset: C5H14NO2 as an isolated structure (ωB97M-V with the def2-TZVPD basis set).

Geometry (Å):
C1 -3.32944 -0.01350 -0.27326
C2 -1.95471 -0.24399 0.32920
C3 -1.00693 0.86009 0.18253
C4 0.35998 0.88420 0.47361
N1 1.28320 1.61240 -0.24078
C5 1.57388 0.33336 -0.93041
H1 -3.73438 0.96249 -0.00270
H2 -4.03875 -0.75205 0.10348
H3 -3.33987 -0.08960 -1.36217
H4 -1.45804 -1.08042 -0.19522
H5 -1.92676 -0.54371 1.40216
H6 -1.38829 1.87024 -0.03592
H7 0.79079 -0.02572 0.92651
H8 0.92899 2.40722 -0.76624
H9 2.66769 0.34206 -0.93807
H10 1.19965 0.48886 -1.94306
H11 3.49250 -0.49106 2.27339
H12 2.81657 0.05521 0.90607
O1 2.83077 -0.60434 1.59255
H13 0.27972 -1.17405 -0.90014
H14 0.33044 -2.71222 -0.77470
O2 -0.25712 -1.97934 -0.99295

For the orbital gap, the calculation gives 6.39 eV. As for the HOMO energy: -13.995 eV. The total charge is +1.

Löwdin charges in e: C -0.063; C -0.198; C 0.114; C -0.107; N -0.057; C 0.061; H 0.084; H 0.091; H 0.094; H 0.096; H 0.183; H 0.161; H 0.128; H 0.145; H 0.118; H 0.128; H 0.062; H -0.020; O -0.033; H -0.022; H 0.087; O -0.052

Run x
Entry from the OMol25 dataset: a 2-piece molecular cluster, C5H14NO2 overall (ωB97M-V with the def2-TZVPD basis set).

Geometry (Å):
C1 0.83618 -2.39251 0.10708
C2 -0.00284 -1.06773 -0.30575
C3 -0.63222 -0.59704 1.00090
C4 -1.30704 0.76168 1.09030
C5 -2.00012 1.13440 -0.26831
O1 -1.35392 1.17044 -1.25824
N1 0.89124 -0.04807 -0.95868
H1 2.01428 -2.07033 0.21351
H2 0.69736 -3.22850 -0.54418
H3 0.44509 -2.80398 0.97251
H4 -0.66444 -1.40812 -1.20919
H5 0.11630 -0.63152 1.83190
H6 -1.24496 -1.37160 1.34183
H7 -0.54474 1.54337 1.37597
H8 -2.04597 0.88439 1.87763
H9 -3.02684 1.30503 -0.31879
H10 1.30465 0.61823 -0.32178
H11 0.27962 0.49128 -1.51425
H12 1.68150 -0.27146 -1.50698
H13 0.77012 2.78216 -0.84957
H14 2.28587 2.82027 -0.41247
O2 1.50089 2.37960 -0.34343

For the orbital gap, the calculation gives 11.14 eV. As for the HOMO energy: -14.157 eV. The total charge is +1.

Löwdin charges in e: C -0.019; C -0.279; C -0.169; C -0.107; C -0.170; O 0.046; N 0.185; H 0.149; H 0.063; H 0.038; H 0.186; H 0.147; H 0.106; H 0.131; H 0.114; H 0.114; H 0.103; H 0.083; H 0.156; H 0.091; H 0.025; O 0.007

Stability, lowest: run w

Run w
Entry from the OMol25 dataset: one molecule with the formula C4H7N3O2 (ωB97M-V with the def2-TZVPD basis set).

Geometry (Å):
H1 -1.31237 1.82296 -0.07133
N1 -2.14943 1.17996 -0.04430
C1 -1.61011 -0.00969 0.00918
N2 -2.47855 -1.06905 0.04133
C2 -0.19067 -0.30276 -0.10642
N3 0.24165 -1.51324 -0.43921
O1 1.60772 -1.54567 -0.34429
C3 2.12941 -0.33351 0.29418
C4 0.90460 0.70804 0.29081
O2 1.09448 1.83334 -0.46907
H2 -2.09255 -2.06653 0.04316
H3 -3.38410 -0.85447 -0.29565
H4 2.59056 -0.55540 1.35246
H5 3.03831 0.06866 -0.18187
H6 0.86709 1.02634 1.38139
H7 0.74396 1.61102 -1.46036

For the orbital gap, the calculation gives 9.20 eV. Its SMILES is [H]/N=C(/N)C1=NOC[C@H]1O. As for the HOMO energy: -9.184 eV. The total charge is 0.

Löwdin charges in e: H 0.045; N 0.118; C -0.480; N 0.106; C -0.168; N 0.127; O -0.125; C -0.083; C -0.339; O -0.043; H 0.131; H 0.081; H 0.147; H 0.117; H 0.167; H 0.200

Run x
Entry from the OMol25 dataset: C4H7N3O2 as an isolated structure (ωB97M-V with the def2-TZVPD basis set).

Geometry (Å):
C1 0.09729 -1.47216 -1.55430
C2 -0.12568 -0.45257 -0.41048
C3 -0.99630 -0.79030 0.56695
C4 -0.39513 1.10074 1.08295
H1 1.16431 -1.76506 -1.48828
H2 -0.23185 -1.28711 -2.69209
H3 -0.31800 -2.63920 -1.21275
H4 -2.08862 -2.27338 0.28646
H5 0.71140 2.60032 1.45526
H6 1.22155 2.41252 -0.66519
H7 2.40102 1.59505 0.61284
N1 -0.08525 2.00997 1.90586
N2 0.30645 0.77480 0.01031
N3 1.56109 1.47053 -0.22703
O1 -2.02432 -1.61992 0.90667
O2 -1.19794 0.33576 1.42281

For the orbital gap, the calculation gives 8.06 eV. As for the HOMO energy: -7.716 eV. The total charge is 0.

Löwdin charges in e: C -0.031; C -0.183; C -0.211; C -0.750; H 0.055; H 0.113; H 0.146; H 0.053; H 0.044; H 0.125; H 0.190; N 0.131; N -0.071; N 0.017; O 0.148; O 0.224

Run y
Entry from the OMol25 dataset: one molecule with the formula C4H7N3O2 (ωB97M-V with the def2-TZVPD basis set).

Geometry (Å):
C1 -1.02242 -1.54490 0.18673
N1 -0.44264 -0.26555 0.22131
C2 -0.92970 0.93418 0.99901
N2 -0.29256 2.09429 0.46581
C3 0.46770 1.73830 -0.44060
C4 0.48763 0.13375 -0.72796
N3 1.92973 -0.44864 -0.49134
O1 2.66701 -0.51695 -1.39347
O2 2.14929 -0.79125 0.59932
H1 -0.43561 -2.28846 0.82882
H2 -2.09028 -1.54288 0.51511
H3 -0.95627 -1.96266 -0.86373
H4 -0.55442 0.82558 2.03412
H5 -1.99679 1.16508 1.01250
H6 0.81361 2.38338 -1.24023
H7 0.20572 0.08673 -1.70541

For the orbital gap, the calculation gives 9.86 eV. Its SMILES is CN1CN=C[C@H]1[N+](=O)[O-]. As for the HOMO energy: -9.125 eV. The total charge is 0.

Löwdin charges in e: C -0.090; N -0.171; C -0.164; N 0.069; C -0.055; C -0.167; N -0.414; O 0.101; O 0.112; H 0.100; H 0.094; H 0.103; H 0.129; H 0.124; H 0.116; H 0.114

Stability, lowest: run x